Version P
Here is a structure of composition C2H4N2O2S2 from the OMol25 dataset. Energies are from the ωB97M-V functional and the def2-TZVPD basis.

- Kohn-Sham gap (eV) = 8.3
- M (Da) = 152.2
- LUMO (hartree) = -0.017
- HOMO level (eV) = -8.8

Each line ends with the Mulliken charge.
Atoms and positions in Å:
1 C 0.65 0.72 -0.17  0.305
2 C -0.55 -1.50 0.70  -0.020
3 H -1.57 1.53 0.03  0.339
4 H 0.55 2.85 -0.54  0.309
5 H -0.67 -2.48 1.28  0.316
6 H 1.37 -0.97 -2.61  0.398
7 N 0.28 2.04 0.18  -0.148
8 N 1.01 0.52 -1.40  -0.393
9 O -0.97 1.99 0.62  -0.405
10 O 1.73 -0.57 -1.52  -0.348
11 S 0.78 -0.47 1.15  -0.045
12 S -1.74 -1.12 -0.25  -0.307



Version Q
Here is the molecule C2H4N2O2S2 from the OMol25 dataset. Energies are from the ωB97M-V functional and the def2-TZVPD basis.

- Kohn-Sham gap (eV) = 7.9
- M (Da) = 152.2
- LUMO (hartree) = -0.029
- SMILES string = ONC(=S)C(=S)NO
- HOMO level (eV) = -8.7

Each line ends with the Mulliken charge.
Atoms and positions in Å:
1 O -1.70 -0.12 -0.76  -0.453
2 N -1.38 -0.48 0.77  -0.184
3 C 0.06 -0.57 0.87  0.241
4 S 0.72 -1.81 1.70  -0.221
5 C 0.92 0.57 0.66  0.100
6 S 0.80 1.71 1.86  -0.275
7 N 1.22 0.83 -0.67  -0.051
8 O 1.37 -0.30 -1.43  -0.430
9 H -2.46 0.55 -0.82  0.313
10 H -1.66 -1.53 0.84  0.320
11 H 1.65 1.76 -0.96  0.278
12 H 0.45 -0.61 -2.05  0.364



Stability ranking, top and bottom: version Q is the most stable and version P is the least stable.



Version P
Here is a structure of composition C3H4Cl2S from the OMol25 dataset. Energies are from the ωB97M-V functional and the def2-TZVPD basis.

- Kohn-Sham gap (spin up / spin down) (eV) = 7.4 / 7.4
- M (Da) = 143.0
- LUMO (spin up / spin down) (hartree) = -0.055 / -0.055
- HOMO level (spin up / spin down) (eV) = -8.9 / -8.9

Each line ends with the Mulliken charge.
Atoms and positions in Å:
1 C 0.61 0.38 0.10  -0.582
2 C 0.30 -0.55 -1.07  -0.359
3 C -0.40 -0.28 0.99  0.238
4 S -0.79 -1.59 -0.03  0.002
5 Cl -2.09 1.69 0.33  -0.530
6 Cl -0.54 -0.17 2.64  -0.052
7 H 1.63 0.29 0.48  0.308
8 H 0.40 1.43 -0.09  0.307
9 H -0.28 -0.09 -1.87  0.314
10 H 1.15 -1.10 -1.47  0.353



Version Q
Here is a cluster of 2 separate species, C3H4Cl2S in total from the OMol25 dataset. Energies are from the ωB97M-V functional and the def2-TZVPD basis.

- Kohn-Sham gap (spin up / spin down) (eV) = 8.0 / 8.0
- M (Da) = 143.0
- LUMO (spin up / spin down) (hartree) = -0.010 / -0.010
- HOMO level (spin up / spin down) (eV) = -8.3 / -8.3

Each line ends with the Mulliken charge.
Atoms and positions in Å:
1 C 0.01 -0.86 0.02  0.213
2 C -0.61 -0.40 1.25  -0.726
3 C 0.36 0.83 -1.32  -0.115
4 S 0.59 -2.22 -0.51  -0.209
5 Cl 1.93 0.37 -1.95  -0.131
6 Cl 0.33 2.19 -0.31  -0.167
7 H -1.71 -0.57 1.43  0.264
8 H -0.34 0.58 1.29  0.234
9 H -0.09 -0.80 2.10  0.296
10 H -0.47 0.88 -2.01  0.340



Stability ranking, top and bottom: version P is the most stable and version Q is the least stable.



Version P
Here is a cluster of 2 separate species, C3H10O in total from the OMol25 dataset. Energies are from the ωB97M-V functional and the def2-TZVPD basis.

- Kohn-Sham gap (eV) = 11.2
- M (Da) = 62.1
- LUMO (hartree) = 0.034
- SMILES string = CC.CO
- HOMO level (eV) = -10.3

Each line ends with the Mulliken charge.
Atoms and positions in Å:
1 C 0.11 -1.70 -1.86  -0.783
2 C -0.95 -0.82 -1.14  -0.614
3 H -0.27 -2.66 -2.08  0.304
4 H 0.47 -1.19 -2.74  0.246
5 H 0.93 -1.79 -1.12  0.236
6 H -0.98 0.30 -1.53  0.210
7 H -0.73 -0.55 -0.11  0.104
8 H -1.95 -1.27 -1.14  0.293
9 C 0.86 1.73 1.71  -0.478
10 O -0.36 1.11 2.41  -0.498
11 H 1.62 2.23 2.26  0.344
12 H 1.12 1.01 0.84  0.136
13 H 0.22 2.46 1.15  0.213
14 H -0.09 1.14 3.34  0.286



Version Q
Here is a cluster of 2 separate species, C3H10O in total from the OMol25 dataset. Energies are from the ωB97M-V functional and the def2-TZVPD basis.

- Kohn-Sham gap (eV) = 11.5
- M (Da) = 62.1
- LUMO (hartree) = 0.034
- SMILES string = CCC.O
- HOMO level (eV) = -10.6

Each line ends with the Mulliken charge.
Atoms and positions in Å:
1 C -0.92 0.64 0.77  -1.103
2 C -1.91 1.26 -0.28  -0.344
3 C -1.57 0.92 -1.66  -0.989
4 H -0.38 1.52 1.21  0.241
5 H -0.17 0.02 0.42  0.385
6 H -1.47 0.12 1.46  0.319
7 H -1.93 2.34 -0.06  0.283
8 H -2.90 1.18 0.09  0.390
9 H -2.55 0.98 -2.17  0.260
10 H -0.79 1.48 -2.18  0.282
11 H -1.10 -0.09 -1.64  0.275
12 O 4.96 -3.81 1.28  -0.646
13 H 5.00 -2.87 0.89  0.325
14 H 5.74 -3.67 1.87  0.321



Version R
Here is a cluster of 2 separate species, C3H10O in total from the OMol25 dataset. Energies are from the ωB97M-V functional and the def2-TZVPD basis.

- Kohn-Sham gap (eV) = 11.4
- M (Da) = 62.1
- LUMO (hartree) = 0.036
- SMILES string = CC.CO
- HOMO level (eV) = -10.4

Each line ends with the Mulliken charge.
Atoms and positions in Å:
1 C 0.88 1.05 -1.16  -0.757
2 C -0.32 0.22 -1.60  -0.851
3 H 1.79 0.50 -1.33  0.237
4 H 0.97 1.97 -1.74  0.328
5 H 0.80 1.35 -0.11  0.206
6 H -1.31 0.61 -1.37  0.285
7 H -0.22 -0.78 -1.21  0.230
8 H -0.30 0.11 -2.69  0.332
9 C -0.68 -0.60 1.87  -0.517
10 O 0.67 -1.08 1.77  -0.496
11 H -1.15 -1.02 2.75  0.331
12 H -0.61 0.48 1.89  0.195
13 H -1.23 -0.81 0.94  0.193
14 H 0.70 -2.01 1.99  0.285



Version S
Here is a cluster of 2 separate species, C3H10O in total from the OMol25 dataset. Energies are from the ωB97M-V functional and the def2-TZVPD basis.

- Kohn-Sham gap (eV) = 11.4
- M (Da) = 62.1
- LUMO (hartree) = 0.034
- SMILES string = CC.CO
- HOMO level (eV) = -10.4

Each line ends with the Mulliken charge.
Atoms and positions in Å:
1 C -0.04 1.10 -1.23  -0.667
2 C -1.57 1.27 -1.10  -0.828
3 H 0.42 1.62 -0.39  0.208
4 H 0.31 0.08 -1.17  0.157
5 H 0.33 1.49 -2.18  0.312
6 H -1.80 2.10 -0.44  0.254
7 H -2.00 1.53 -2.06  0.288
8 H -2.02 0.38 -0.68  0.267
9 C 1.12 -1.29 1.79  -0.472
10 O 0.67 -1.99 0.61  -0.492
11 H 2.20 -1.35 1.95  0.260
12 H 0.62 -1.75 2.65  0.257
13 H 0.71 -0.30 1.67  0.178
14 H 1.05 -2.88 0.59  0.277



Stability ranking, top and bottom: version R is the most stable and version P is the least stable.